{"formula": "C62H41LaN7O2", "method": "ωB97M-V with the def2-TZVPD basis set", "homo_lumo_gap_ev": [5.659, 5.668], "total_charge": -1, "total_energy_ha": -2952.79847, "lumo_ev": [1.40, 1.41], "elements": ["La", "C", "C", "C", "C", "C", "C", "C", "C", "C", "C", "C", "C", "C", "C", "C", "C", "C", "C", "C", "N", "C", "C", "C", "C", "C", "C", "C", "C", "C", "C", "C", "C", "N", "C", "C", "C", "C", "C", "N", "C", "C", "C", "C", "C", "C", "C", "C", "N", "H", "H", "H", "H", "H", "H", "H", "H", "H", "H", "H", "H", "H", "H", "H", "H", "H", "H", "H", "H", "H", "H", "H", "H", "H", "H", "H", "H", "O", "C", "N", "C", "O", "C", "C", "C", "C", "C", "N", "C", "C", "C", "C", "C", "N", "H", "H", "H", "H", "H", "H", "H", "H", "C", "C", "C", "C", "C", "C", "H", "H", "H", "H", "H"], "xyz": [[0.401703, -0.399013, -0.414290], [2.384665, 6.429698, 4.034581], [2.887016, 6.235955, 2.774386], [2.518289, 5.146988, 2.043347], [1.608151, 4.214810, 2.473246], [1.149106, 4.397773, 3.794099], [1.486579, 5.491764, 4.543114], [1.205182, 3.023746, 1.738614], [0.549046, 3.205322, 0.535735], [0.216586, 4.508674, -0.015115], [-0.436685, 4.273199, -1.202003], [-0.653441, 2.857018, -1.304185], [-1.505453, 2.257268, -2.323279], [-1.555354, 2.938861, -3.692611], [-1.692839, 4.293017, -4.017632], [-1.465036, 4.770298, -5.312402], [-1.227279, 3.869367, -6.324002], [-1.316479, 2.508081, -6.060068], [-1.390342, 2.062551, -4.744056], [-2.196707, 1.114726, -2.088282], [-2.004832, 0.275930, -0.986125], [-3.041041, -0.525455, -0.932764], [-3.306196, -1.518157, 0.069408], [-4.695522, -2.060907, 0.140951], [-5.680293, -1.220426, 0.601550], [-6.989185, -1.662275, 0.779684], [-7.344218, -2.969882, 0.553918], [-6.338082, -3.818731, 0.076053], [-5.038611, -3.379473, -0.075645], [-2.395405, -1.877793, 1.119940], [-2.548463, -2.864220, 2.146344], [-1.451416, -2.965411, 2.868343], [-0.552959, -1.943592, 2.355216], [-1.192985, -1.310511, 1.272376], [0.616623, -1.591397, 2.964124], [1.316303, -0.353196, 2.824535], [2.319740, 0.154058, 3.710665], [2.386177, 1.517590, 3.434090], [1.490266, 1.780832, 2.338323], [0.909282, 0.597128, 1.971315], [1.225016, -2.523921, 3.957199], [0.625446, -2.576857, 5.213088], [1.073892, -3.482779, 6.177286], [2.186230, -4.288139, 5.937458], [2.817500, -4.195008, 4.681934], [2.326532, -3.350022, 3.667834], [-3.949514, -0.319799, -2.064891], [-3.428170, 0.679930, -2.790269], [0.024404, 2.226622, -0.315606], [2.720235, 7.249684, 4.636951], [3.585040, 6.990796, 2.414034], [2.955588, 5.024576, 1.038431], [0.478821, 3.647759, 4.210231], [1.090759, 5.619230, 5.543540], [0.433892, 5.419849, 0.498842], [-0.873809, 5.110194, -1.757474], [-1.955748, 4.921218, -3.208896], [-1.535415, 5.829653, -5.546916], [-0.973880, 4.190528, -7.340049], [-1.218094, 1.802500, -6.879046], [-1.242934, 0.985623, -4.580558], [-5.455855, -0.169177, 0.791924], [-7.741144, -0.931125, 1.101052], [-8.396134, -3.295964, 0.675856], [-6.542843, -4.886497, -0.093919], [-4.263407, -4.037034, -0.476722], [-3.421897, -3.472597, 2.321274], [-1.270755, -3.599683, 3.724352], [2.812883, -0.422375, 4.479336], [3.063441, 2.221381, 3.854499], [-0.220486, -1.936516, 5.425894], [0.502406, -3.512384, 7.108498], [2.598903, -4.886149, 6.703124], [3.668724, -4.847325, 4.522487], [2.826945, -3.316222, 2.689277], [-4.888405, -0.801032, -2.221718], [-3.780060, 1.098693, -3.730884], [0.844710, -0.579714, -5.261750], [0.600648, -0.698102, -4.065206], [0.940948, 0.149647, -3.047409], [1.641712, 1.292301, -3.284516], [1.744914, 1.965331, -4.294555], [2.460805, 1.738151, -2.066669], [3.156114, 2.942908, -2.189168], [3.988956, 3.356281, -1.148889], [4.126028, 2.570329, -0.034820], [3.465086, 1.329131, -0.041086], [2.644018, 0.937334, -1.037261], [-0.164051, -1.962142, -3.629559], [-0.440720, -2.906291, -4.611641], [-0.944913, -4.151459, -4.254279], [-1.297998, -4.338019, -2.931299], [-1.063937, -3.298336, -2.032041], [-0.515552, -2.163419, -2.347603], [3.132204, 3.466192, -3.155843], [4.486607, 4.300971, -1.199969], [4.727358, 2.864834, 0.804482], [3.481574, 0.628751, 0.804985], [-0.145406, -2.611962, -5.597264], [-1.146339, -4.879549, -5.006269], [-1.722043, -5.282492, -2.621967], [-1.445168, -3.418702, -1.026402], [3.772288, -4.686299, 0.242624], [2.415905, -4.792205, -0.018590], [1.635195, -3.658418, -0.052813], [2.137733, -2.374280, 0.003167], [3.533534, -2.282536, 0.169761], [4.344088, -3.408053, 0.229941], [4.424580, -5.519197, 0.335162], [1.908326, -5.758214, -0.050959], [0.531091, -3.780411, -0.168802], [4.030234, -1.306837, 0.268031], [5.427486, -3.317351, 0.279482]], "forces_ev_per_a": [[0.261, 0.775, -0.462], [-0.482, -0.508, 0.466], [0.677, 1.329, 0.572], [0.569, -0.409, -2.587], [0.300, 0.405, 2.046], [-0.781, -0.852, -0.488], [0.455, 0.597, 0.399], [0.044, -0.833, -0.631], [-0.845, 0.282, -1.211], [-0.045, -1.428, -0.480], [-0.239, 1.641, 1.118], [0.955, -0.046, 0.013], [0.896, 1.695, -0.238], [-0.279, -0.724, 0.653], [0.262, -0.450, -0.117], [-0.395, 0.114, 0.797], [-0.084, -0.577, -0.856], [0.518, 0.192, 0.040], [0.160, -1.080, -1.197], [-0.881, -1.111, 0.273], [0.520, 1.330, -0.694], [-1.399, -2.008, 1.156], [0.681, 0.192, -0.032], [0.764, 0.261, 0.592], [-0.930, 0.835, 0.032], [-0.354, 1.050, 0.346], [-0.191, -0.584, -0.532], [-0.554, -1.062, 0.510], [0.421, -0.498, -0.845], [-0.179, 0.943, -1.083], [-2.544, -1.312, -0.224], [1.555, 0.230, 0.485], [-0.850, 0.188, -0.415], [0.972, -0.340, 0.791], [1.287, 0.054, -0.134], [-0.065, 0.039, -0.206], [-0.406, 1.008, -0.184], [-0.076, -1.069, -0.296], [0.157, -1.055, 0.462], [-0.392, 0.592, -0.484], [-0.270, -0.287, 0.134], [0.460, -0.787, 0.182], [-0.284, 0.335, 0.105], [-0.422, 1.363, -1.419], [-0.591, 0.033, 0.267], [0.183, -0.069, 0.534], [0.160, 0.627, 0.179], [0.795, 0.180, -0.377], [-0.550, 0.210, 0.114], [-0.017, 0.400, 0.185], [-0.032, -0.393, -0.275], [-0.281, 0.006, 0.483], [0.053, 0.133, -0.089], [-0.025, -0.090, -0.018], [-0.024, 0.475, -0.164], [0.329, -0.809, 0.074], [-0.218, 0.913, 0.253], [0.106, -0.103, 0.246], [-0.304, 0.034, 0.372], [0.150, -0.031, 0.208], [-0.235, 0.633, 0.080], [0.056, -0.304, -0.009], [0.266, -0.342, -0.047], [0.883, 0.097, -0.055], [-0.043, 0.569, -0.045], [-0.279, -0.031, 0.258], [-0.248, 0.078, -0.165], [-0.013, 0.009, -0.177], [0.097, 0.180, -0.035], [0.244, 0.458, 0.434], [-0.017, 0.017, -0.027], [0.449, -0.147, -0.077], [0.263, -0.767, 0.638], [0.053, 0.190, -0.284], [-0.377, 0.015, 0.394], [-0.303, -0.369, -0.067], [-0.022, -0.022, 0.399], [-0.051, -0.165, 0.366], [-0.137, 0.664, 0.014], [-0.361, -0.911, 0.187], [0.314, -0.094, 0.071], [-0.244, -0.188, 0.025], [0.799, 1.007, -1.158], [0.475, 0.093, -0.280], [-0.755, -0.032, -0.703], [-0.494, -1.573, 0.111], [-0.509, 0.152, 0.039], [0.438, 0.029, 1.239], [0.020, -0.112, -0.042], [0.508, 0.146, 0.486], [-0.297, 1.141, 0.273], [0.313, -0.082, -0.271], [-1.362, -1.555, 0.212], [0.984, 1.358, -0.520], [-0.329, -0.132, 0.694], [0.324, 0.448, -0.140], [0.153, 0.016, 0.243], [0.324, 0.461, -0.267], [0.012, -0.170, -0.502], [-0.003, -0.548, -0.335], [-0.071, 0.077, 0.254], [0.223, 0.102, 0.248], [0.033, 1.063, -0.930], [-0.187, -1.009, 1.000], [-1.291, -0.009, -0.562], [0.445, 1.092, 0.384], [0.088, 0.069, -0.162], [-0.012, -0.306, 0.433], [0.268, -0.816, 0.005], [0.306, 0.019, -0.042], [0.882, -0.160, 0.115], [-0.199, -0.345, -0.253], [-0.083, 0.057, 0.215]]}